# 1
95
Properties=species:S:1:pos:R:3:forces:R:3 method="wB97M-V/def2-TZVPD" max_force_ha_per_bohr=0.120 total_charge=-1 relative_energy_ev=1.7983 e_lumo_ha=0.071 total_energy_ev=-78421.2506 homo_lumo_gap_ev=5.7
N 3.071 1.355 1.243 0.0 -0.9 -0.3
C 3.196 1.899 -0.146 -0.3 -0.5 -0.6
C 2.091 3.028 -0.479 0.2 0.0 -0.2
C 0.722 2.358 -1.002 0.0 -1.0 1.5
C -0.547 2.717 -0.033 1.2 0.1 -1.4
N -0.581 4.231 -0.004 -0.9 -0.7 0.3
C -1.832 2.058 -0.738 0.1 0.5 -0.2
C -3.086 1.806 0.231 -0.6 -0.1 -1.1
C -3.683 0.341 -0.084 -0.8 0.9 0.6
S -2.503 -1.059 0.212 0.1 -0.3 0.1
C -0.181 2.113 1.406 1.0 1.3 5.4
O -0.221 0.848 1.677 -0.1 3.0 -2.0
O 0.167 3.029 2.407 -1.8 -3.3 -4.9
H 3.904 0.794 1.503 -0.8 0.8 -0.6
H 2.293 0.663 1.272 0.3 1.1 0.0
H 3.025 1.004 -0.866 0.5 1.5 0.5
H 4.253 2.300 -0.306 -1.4 -0.5 0.3
H 1.944 3.692 0.458 -0.1 -1.3 -1.5
H 2.463 3.717 -1.320 -0.2 -1.0 1.2
H 0.477 2.563 -2.099 0.3 0.0 1.4
H 0.870 1.212 -0.898 -0.4 1.7 -0.3
H -1.138 4.552 0.814 0.7 -0.4 -0.8
H -1.008 4.602 -0.880 0.5 -0.9 1.4
H -2.182 2.788 -1.562 0.7 -1.2 1.4
H -1.483 1.117 -1.312 -0.7 1.2 1.3
H -3.911 2.558 -0.087 1.2 -1.2 0.6
H -2.891 2.006 1.337 0.1 -0.6 -1.5
H -3.963 0.320 -1.208 0.8 -0.3 1.8
H -4.655 0.104 0.477 1.4 0.5 -0.7
H -2.147 -1.113 1.565 -0.7 0.9 -1.2
C -3.368 -6.654 2.020 -0.2 -0.2 0.0
C -3.536 -5.271 1.425 0.6 -1.0 0.4
C -4.036 -4.256 2.409 0.5 0.5 0.5
O -4.668 -3.305 1.565 -0.6 -0.5 -0.6
C -5.126 -4.005 0.489 -0.3 0.6 -0.3
O -5.918 -3.584 -0.305 0.4 -0.4 0.4
O -4.569 -5.250 0.443 -0.5 0.6 -0.2
H -2.415 -6.735 2.547 -0.1 0.0 -0.1
H -4.165 -6.877 2.735 0.0 0.1 -0.1
H -3.413 -7.424 1.246 0.2 0.1 0.0
H -2.606 -4.952 0.939 -0.1 0.1 0.1
H -3.234 -3.797 2.992 -0.2 0.2 -0.2
H -4.792 -4.654 3.093 0.1 -0.2 0.0
C -6.725 -4.967 -3.437 0.2 0.0 -0.2
C -8.151 -5.071 -2.936 1.3 0.4 -0.1
C -8.407 -6.300 -2.118 0.3 -0.1 0.8
O -9.804 -6.492 -2.293 -0.4 0.1 -0.6
C -10.099 -6.001 -3.533 -0.6 -0.1 -0.5
O -11.122 -6.211 -4.119 0.7 0.2 0.4
O -9.069 -5.248 -4.015 -0.8 -0.6 0.2
H -6.074 -4.557 -2.662 -0.2 0.0 0.0
H -6.333 -5.949 -3.718 -0.1 0.0 0.0
H -6.664 -4.335 -4.326 -0.1 0.1 0.2
H -8.432 -4.154 -2.404 0.0 -0.2 0.1
H -8.152 -6.170 -1.064 -0.2 0.0 -0.1
H -7.894 -7.188 -2.503 0.1 0.2 -0.1
C -3.427 8.896 -0.184 -0.1 -0.1 0.3
C -2.823 8.114 -1.332 -0.2 0.8 0.8
C -3.773 7.900 -2.473 -0.2 0.5 -0.6
O -3.260 6.721 -3.074 0.2 -0.4 0.3
C -2.687 6.003 -2.062 0.2 -0.9 0.1
O -2.372 4.852 -2.142 -0.6 1.3 -0.6
O -2.531 6.773 -0.948 -0.1 -0.5 -0.7
H -3.387 9.970 -0.384 0.1 -0.1 0.0
H -4.476 8.625 -0.028 0.1 -0.1 0.0
H -2.904 8.688 0.752 0.1 0.1 -0.2
H -1.886 8.581 -1.656 -0.1 -0.1 -0.1
H -3.785 8.734 -3.180 0.1 -0.3 -0.1
H -4.798 7.695 -2.147 0.1 0.1 0.2
C 6.820 0.226 5.690 -0.1 0.2 0.2
C 6.878 -0.093 4.210 -0.1 0.0 1.1
C 8.161 0.332 3.558 0.7 -0.4 0.0
O 7.767 0.508 2.205 -0.4 0.1 -0.1
C 6.453 0.888 2.243 -0.8 0.6 -0.7
O 5.859 1.358 1.319 1.1 -0.5 0.7
O 5.919 0.667 3.478 0.4 0.1 -0.8
H 7.338 -0.540 6.271 -0.1 0.0 -0.1
H 7.294 1.188 5.906 -0.1 -0.1 -0.1
H 5.786 0.298 6.036 0.1 -0.2 -0.1
H 6.662 -1.155 4.042 0.1 0.1 -0.1
H 8.953 -0.416 3.648 -0.1 0.1 -0.2
H 8.535 1.293 3.928 -0.1 -0.1 0.2
C 8.791 -0.267 -0.880 0.1 0.0 0.2
C 8.995 -1.501 -1.735 -0.3 1.2 0.4
C 8.036 -2.609 -1.419 -0.8 0.0 -0.2
O 8.758 -3.760 -1.837 0.7 -0.1 0.0
C 10.079 -3.460 -1.661 0.6 -0.5 0.0
O 10.963 -4.266 -1.673 -0.6 0.6 0.0
O 10.251 -2.122 -1.460 0.0 -0.9 -0.1
H 7.985 0.352 -1.281 0.1 -0.1 0.0
H 8.527 -0.535 0.146 0.0 0.0 -0.1
H 9.705 0.330 -0.826 -0.1 0.0 -0.2
H 8.981 -1.232 -2.798 -0.1 -0.2 0.0
H 7.088 -2.518 -1.954 0.2 -0.2 0.0
H 7.832 -2.710 -0.348 0.0 0.2 0.0

***

# 2
91
Properties=species:S:1:pos:R:3:forces:R:3 method="wB97M-V/def2-TZVPD" max_force_ha_per_bohr=0.069 total_charge=-1 relative_energy_ev=0.0000 e_lumo_ha=0.066 total_energy_ev=-151872.4686 homo_lumo_gap_ev=4.9
Sn -10.396 -5.721 17.200 0.0 1.8 1.0
O -9.500 -10.688 16.024 -0.3 -0.2 0.3
C -9.677 -9.527 16.428 0.7 -1.7 -0.9
O -9.397 -8.555 15.664 0.1 0.3 -0.9
C -10.142 -9.336 17.795 -0.5 0.3 1.8
C -10.533 -10.467 18.503 -0.5 -0.5 0.2
C -11.047 -10.333 19.792 0.0 0.8 0.8
C -11.106 -9.047 20.384 0.5 -1.1 -1.9
C -10.592 -8.000 19.600 0.0 0.7 1.2
N -10.139 -8.120 18.366 0.2 -1.0 -0.3
H -10.499 -11.451 18.031 0.1 0.5 0.1
H -11.372 -11.212 20.370 0.1 0.4 -0.4
H -11.524 -8.894 21.360 0.0 0.2 0.3
H -10.480 -6.976 19.990 -0.4 -0.4 0.0
C -14.427 -3.299 18.307 -0.5 1.0 1.3
Si -13.497 -4.930 18.581 1.7 0.4 0.3
C -13.730 -6.112 17.142 -1.4 0.4 -1.0
C -13.977 -5.876 20.131 -0.4 -0.5 -0.1
N -11.745 -4.666 18.683 -1.3 -2.1 -2.0
C -11.100 -3.822 19.500 0.6 1.2 1.5
C -11.770 -2.972 20.439 1.6 0.1 -1.1
C -11.035 -1.978 21.084 0.9 1.0 0.7
C -9.622 -1.941 21.031 -1.5 -0.4 -0.1
C -8.959 -2.899 20.279 -0.7 -0.4 -0.8
C -9.641 -3.794 19.427 -1.3 1.2 1.8
N -9.004 -4.654 18.619 1.5 -2.0 -2.5
Si -7.228 -4.585 18.170 -3.2 0.2 0.5
C -7.005 -5.927 16.894 0.9 -1.0 0.2
C -6.279 -5.051 19.697 -0.2 -0.1 1.2
C -6.915 -2.858 17.515 0.8 0.7 0.4
H -15.413 -3.238 18.823 0.5 -0.4 0.0
H -14.703 -3.174 17.273 0.3 0.1 -0.6
H -13.895 -2.368 18.691 -0.3 -1.3 -0.8
H -14.789 -6.401 16.863 0.9 0.5 0.5
H -13.218 -7.037 17.306 0.4 -0.7 0.3
H -13.305 -5.690 16.219 -0.1 0.0 0.2
H -15.053 -6.039 20.159 -0.3 -0.1 0.0
H -13.720 -5.400 21.076 0.3 0.1 0.0
H -13.524 -6.889 20.077 -0.1 0.6 0.1
H -12.841 -2.959 20.516 -0.3 -0.2 0.0
H -11.524 -1.129 21.604 0.1 -0.9 -0.2
H -9.089 -1.172 21.557 0.2 0.2 0.2
H -7.894 -2.972 20.219 0.5 0.4 0.3
H -7.304 -6.924 17.298 0.0 0.7 -0.1
H -5.923 -6.056 16.643 -0.7 0.2 0.0
H -7.558 -5.764 15.975 -0.1 0.1 -0.2
H -5.244 -5.285 19.438 0.0 -0.4 0.2
H -6.831 -5.920 20.211 1.0 1.2 -0.8
H -6.220 -4.198 20.420 -0.2 -0.7 -0.5
H -7.032 -2.808 16.438 -0.2 -0.1 -0.2
H -5.866 -2.535 17.718 -0.6 0.0 0.0
H -7.618 -2.105 17.951 0.6 -0.7 -0.2
N -13.226 -5.814 12.666 -0.5 -0.5 0.9
C -14.251 -5.167 12.074 0.1 1.1 -1.0
C -15.308 -6.043 11.903 0.4 -0.4 0.7
C -14.833 -7.189 12.564 0.5 -1.3 0.5
N -13.589 -7.081 13.042 -0.5 1.3 -0.9
H -12.326 -5.409 12.992 -0.5 0.0 -0.4
H -14.178 -4.114 11.743 0.2 -0.9 0.3
H -16.282 -5.956 11.424 0.5 0.3 0.2
H -15.304 -8.156 12.739 -0.1 0.4 -0.2
S -9.947 -3.372 15.827 -0.5 0.3 -1.3
C -10.552 -3.761 14.281 -0.3 -1.1 -1.2
N -10.929 -4.159 13.228 0.7 1.1 2.3
C -7.386 -12.844 13.951 -0.4 -0.2 -0.3
Si -6.820 -11.108 14.368 -1.9 0.5 -0.8
C -5.541 -10.672 13.124 0.0 1.3 -0.7
C -6.037 -11.025 16.003 0.0 1.1 2.2
As -8.696 -9.411 13.964 1.7 0.4 -0.6
Si -10.299 -10.561 12.507 -1.4 1.7 1.4
C -9.587 -11.751 11.324 0.6 -1.6 -0.1
C -11.629 -11.301 13.603 0.5 -1.1 -0.3
C -11.124 -9.121 11.585 0.4 -0.1 -0.5
H -6.799 -13.600 14.486 -0.2 0.1 0.0
H -7.223 -13.017 12.859 -0.4 0.1 0.8
H -8.464 -12.931 14.213 0.7 -0.2 -0.2
H -4.606 -10.910 13.584 0.9 -0.3 0.2
H -5.484 -9.584 12.867 -0.2 -0.9 0.0
H -5.661 -11.298 12.246 0.1 0.2 -0.4
H -5.298 -11.821 16.133 -0.1 -0.1 -0.1
H -6.814 -11.149 16.818 0.9 0.2 -0.8
H -5.482 -10.048 16.169 -0.8 -1.0 -0.1
H -9.623 -12.776 11.783 0.4 0.9 -0.3
H -8.549 -11.480 11.074 -0.3 -0.3 -0.1
H -10.181 -11.847 10.411 0.1 0.3 0.0
H -12.546 -11.508 13.056 -0.1 0.0 -0.1
H -11.863 -10.665 14.435 -0.1 0.4 0.4
H -11.265 -12.260 14.016 -0.2 0.3 0.0
H -11.726 -9.622 10.787 0.2 0.5 0.4
H -10.417 -8.415 11.091 -0.4 -0.5 0.3
H -11.789 -8.519 12.229 0.2 -0.4 -0.2

***

# 3
103
Properties=species:S:1:pos:R:3:forces:R:3 method="wB97M-V/def2-TZVPD" max_force_ha_per_bohr=0.081 smiles="O=C(O[C@](Br)(CCCF)P(=O)(O)O)c1ccncc1.COC(=O)OC.COC(=O)OC.COC(=O)OC.COC(=O)OC.COC(=O)OC.COC(=O)OC" total_charge=0 e_lumo_ha=-0.020 total_energy_ev=-160446.5098 homo_lumo_gap_ev=9.3
O -2.249 -1.130 -1.031 -0.5 -0.4 0.3
C -2.046 -0.589 -2.066 1.4 0.3 0.2
O -2.957 -0.675 -3.124 0.5 1.0 0.5
C -3.971 0.341 -3.119 -1.8 -1.4 -1.0
Br -3.791 1.704 -1.718 0.0 -0.2 -0.5
C -5.340 -0.396 -2.919 -0.2 0.3 0.0
C -6.597 0.541 -2.835 -0.5 -0.4 0.2
C -7.370 0.213 -1.527 0.2 -0.1 0.2
F -8.366 1.168 -1.262 0.5 -0.4 -0.3
P -3.834 1.167 -4.823 2.9 2.7 -0.6
O -2.765 2.189 -4.738 -0.5 -0.7 0.4
O -5.208 1.939 -5.280 0.3 -1.9 0.4
O -3.340 0.074 -5.957 -2.2 0.6 1.1
C -0.738 0.172 -2.264 1.5 1.4 -0.8
C 0.033 0.182 -3.470 -0.7 0.0 1.1
C 1.220 0.931 -3.522 1.2 0.2 -1.4
N 1.814 1.750 -2.586 -3.5 -2.3 -0.2
C 1.019 1.717 -1.493 0.5 1.0 1.6
C -0.173 0.997 -1.241 -0.5 -0.9 -0.9
H -5.241 -1.015 -1.994 0.0 0.5 -0.7
H -5.514 -1.100 -3.769 0.5 0.4 0.6
H -7.251 0.346 -3.718 0.4 0.2 0.7
H -6.376 1.627 -2.856 0.1 -0.7 0.2
H -6.693 0.184 -0.638 -0.4 0.2 -0.7
H -7.860 -0.783 -1.582 0.2 0.6 -0.1
H -5.455 2.583 -4.593 0.2 -0.1 -0.3
H -3.792 0.239 -6.803 0.2 -0.2 0.2
H -0.299 -0.398 -4.347 0.3 0.5 0.5
H 1.785 0.861 -4.477 -0.4 0.1 0.7
H 1.372 2.366 -0.662 -0.3 -0.5 -0.6
H -0.669 1.073 -0.259 0.4 0.1 -0.6
C -5.269 -1.770 2.587 0.3 -0.3 -0.1
O -6.479 -1.015 2.683 0.0 0.1 0.0
C -6.521 -0.174 3.720 0.0 0.1 -0.1
O -5.652 -0.018 4.537 -0.1 0.0 -0.1
O -7.698 0.464 3.692 0.3 0.1 0.0
C -7.878 1.402 4.755 -0.2 0.3 0.3
H -5.351 -2.412 1.713 -0.2 0.1 0.0
H -4.412 -1.109 2.453 0.0 0.0 0.2
H -5.134 -2.399 3.468 0.0 0.2 0.0
H -7.124 2.187 4.708 0.1 -0.1 0.1
H -7.850 0.898 5.722 0.1 0.0 -0.1
H -8.860 1.854 4.628 0.0 -0.2 -0.2
C -10.781 -5.465 5.360 -0.1 -0.2 0.2
O -10.289 -4.900 4.145 0.0 0.1 0.0
C -10.168 -3.568 4.170 0.1 0.0 -0.2
O -10.433 -2.852 5.100 0.0 -0.1 -0.1
O -9.702 -3.173 2.983 -0.1 -0.2 0.0
C -9.522 -1.759 2.866 -0.1 0.2 -0.1
H -10.836 -6.543 5.221 0.1 0.1 -0.2
H -10.101 -5.255 6.186 -0.1 0.1 0.0
H -11.780 -5.091 5.582 0.1 0.1 0.1
H -8.799 -1.406 3.588 -0.2 -0.1 0.1
H -10.474 -1.240 2.988 0.0 0.0 0.1
H -9.142 -1.555 1.868 0.0 -0.2 0.0
C -0.939 -4.344 6.703 0.3 -0.2 0.0
O -2.289 -3.945 6.934 -0.1 0.1 0.0
C -2.479 -2.620 6.923 -0.2 0.0 0.0
O -1.630 -1.787 6.740 0.0 -0.1 0.0
O -3.773 -2.386 7.151 0.1 -0.1 0.0
C -4.125 -1.000 7.167 -0.1 0.4 0.0
H -0.910 -5.431 6.734 -0.2 0.1 0.0
H -0.604 -4.015 5.719 0.0 0.1 0.1
H -0.283 -3.954 7.481 0.0 0.1 -0.1
H -3.918 -0.539 6.203 0.1 0.0 0.1
H -3.597 -0.478 7.965 0.1 -0.1 -0.1
H -5.194 -0.934 7.358 0.0 -0.3 0.0
C 4.030 -0.681 -2.687 -0.3 -0.1 0.1
O 5.311 -0.842 -3.300 0.1 0.0 0.0
C 6.293 -0.162 -2.702 0.1 -0.1 -0.2
O 6.178 0.540 -1.731 -0.1 -0.2 -0.1
O 7.426 -0.395 -3.368 -0.1 0.0 0.0
C 8.570 0.277 -2.832 0.4 0.2 0.1
H 3.315 -1.277 -3.252 0.2 -0.1 -0.1
H 4.050 -1.053 -1.661 0.0 0.2 0.0
H 3.709 0.357 -2.717 0.2 0.0 0.2
H 8.766 -0.050 -1.811 -0.1 0.1 0.0
H 8.435 1.357 -2.868 -0.1 -0.1 0.2
H 9.426 0.014 -3.450 -0.2 -0.1 -0.1
C 10.303 4.858 1.401 0.3 0.1 0.0
O 8.955 4.503 1.702 0.0 0.0 0.0
C 8.453 3.541 0.917 -0.2 0.0 0.1
O 9.037 2.986 0.021 0.0 0.1 0.1
O 7.199 3.307 1.301 0.2 0.1 0.1
C 6.532 2.292 0.541 -0.2 -0.2 -0.1
H 10.598 5.641 2.097 -0.2 -0.1 0.1
H 10.966 4.003 1.536 -0.1 0.0 -0.2
H 10.382 5.247 0.385 0.0 -0.2 0.0
H 7.045 1.337 0.642 0.1 0.1 -0.2
H 6.461 2.579 -0.505 0.2 -0.1 0.1
H 5.526 2.189 0.941 0.1 0.2 0.2
C 14.475 1.795 -3.900 0.2 0.1 0.3
O 14.123 1.468 -5.244 -0.1 0.0 -0.1
C 12.807 1.456 -5.478 0.1 0.0 -0.1
O 11.944 1.691 -4.673 0.0 0.0 0.0
O 12.618 1.139 -6.762 0.1 0.0 0.1
C 11.247 1.089 -7.157 -0.3 0.0 -0.2
H 15.560 1.773 -3.832 0.0 -0.1 -0.2
H 14.130 2.797 -3.644 -0.1 -0.1 0.0
H 14.067 1.060 -3.205 -0.1 0.1 0.0
H 10.774 2.063 -7.030 0.0 -0.1 0.1
H 10.711 0.326 -6.592 0.0 0.1 0.1
H 11.220 0.823 -8.211 0.2 0.0 0.1